59
Properties=species:S:1:pos:R:3:forces:R:3:mulliken_charge:R:1 method="wB97M-V/def2-TZVPD" orbital_gap_ha=0.250 e_homo_ev=-8.065
C 3.71962 -4.44515 1.74912 1.88 4.98 -4.94 -0.3124
C 4.24918 -3.58107 0.89111 -3.50 -4.16 4.01 -0.1878
C 4.69674 -2.56097 -0.26606 1.31 -2.16 0.80 -0.0944
O 4.59202 -1.15402 0.07974 -2.46 -0.51 -1.06 -0.2753
C 3.22625 -0.72754 0.26206 -2.99 -0.46 5.75 0.1227
O 2.69394 -0.89086 1.42539 3.05 0.76 -5.95 -0.5004
N 2.37487 -0.05768 -0.75767 2.43 -0.74 -0.42 0.8384
C 2.62950 -0.61451 -2.12766 1.11 0.17 -1.39 -0.9716
C 1.64915 -0.06342 -3.28470 0.05 -0.65 -0.51 -0.7213
C 0.13764 -0.64408 -3.24492 -0.73 0.82 -1.03 -0.3143
S -0.22370 -1.80811 -1.83548 -0.63 0.48 0.76 -0.0867
C -1.99244 -1.55515 -1.25046 -1.32 -1.23 -1.99 -0.3332
S -3.14867 -2.53197 -2.03217 2.12 1.88 1.69 -0.0425
N -2.36175 -0.55074 -0.20389 -2.07 -1.00 -0.29 0.4373
C -3.32268 0.37514 -0.86472 -2.06 4.04 -2.55 0.1878
C -2.68450 1.59695 -1.68814 -4.45 -0.32 0.07 -0.2878
C -3.66259 2.60566 -2.44224 -1.34 -2.31 1.16 -0.5738
C -5.24158 2.46700 -2.45074 2.10 -3.23 2.51 -0.4004
C -5.87281 1.26213 -1.61895 4.49 0.74 -0.34 -0.4993
C -4.89296 0.25215 -0.87246 0.67 2.12 -1.41 -0.0346
C -2.90961 -1.17521 1.02622 -1.51 -2.60 4.32 0.5860
C -3.70722 -0.35393 2.15261 0.16 -2.73 0.64 -0.3099
C -4.29574 -1.02301 3.46718 1.82 -2.39 -2.41 -0.4062
C -4.11624 -2.57406 3.77251 1.89 1.85 -3.81 -0.4414
C -3.28978 -3.40312 2.69916 -0.92 3.81 -0.32 -0.4813
C -2.71147 -2.73263 1.36347 -1.65 1.48 2.35 -0.2866
C 2.60791 1.42190 -0.82759 -1.15 2.05 0.81 -0.6476
C 2.84657 2.14441 0.58782 1.68 2.01 3.40 0.1783
C 1.75535 2.46388 1.67499 2.96 1.11 0.73 -0.0846
C 2.09315 3.23565 3.04170 3.71 -0.42 -2.86 -0.5596
C 3.59841 3.71562 3.29725 -0.90 -1.93 -3.09 -0.3161
C 4.74235 3.38524 2.22151 -3.98 -1.01 -0.76 -0.4483
C 4.34718 2.62200 0.90346 -2.20 0.73 2.29 -0.3173
H 2.98230 -5.07192 2.39091 2.07 1.44 -1.44 0.3281
H 4.15962 -2.86903 -1.23427 0.54 0.68 1.60 0.1677
H 5.83189 -2.76351 -0.45346 -2.10 0.59 0.40 0.3088
H 3.72819 -0.31401 -2.40489 -1.82 -0.55 0.12 0.4961
H 2.60645 -1.76971 -2.18895 -0.25 1.89 0.53 0.2998
H 1.57486 1.08054 -3.36122 0.36 -1.76 0.37 0.3445
H 2.10918 -0.42215 -4.29798 -0.72 0.65 1.91 0.3619
H -0.58500 0.24788 -3.16284 1.01 -1.53 -0.23 0.0687
H -0.09298 -1.22739 -4.23074 0.37 1.18 1.85 0.3680
H -1.54854 1.77275 -1.76114 -2.08 -0.41 0.31 0.2356
H -3.20727 3.47893 -3.05989 -0.80 -1.78 1.31 0.2707
H -5.96071 3.17395 -3.01771 1.66 -1.22 1.07 0.3031
H -7.02053 1.12329 -1.56081 2.30 0.15 -0.09 0.2953
H -5.39459 -0.61948 -0.31336 1.08 1.54 -0.92 0.3535
H -3.92168 0.78140 2.03031 0.55 -2.30 0.04 0.3161
H -4.88914 -0.37457 4.21874 1.20 -1.12 -1.55 0.2845
H -4.54759 -3.07498 4.72999 0.90 1.08 -2.02 0.2918
H -3.14040 -4.53160 2.88189 -0.16 2.11 -0.50 0.2854
H -2.13881 -3.46040 0.66554 -1.11 1.65 1.27 0.2208
H 1.62784 1.88424 -1.26782 1.73 -0.87 0.78 0.1676
H 3.45088 1.74435 -1.55515 -1.04 -0.74 1.25 0.4042
H 0.65987 2.16519 1.51071 1.93 0.38 0.18 0.3291
H 1.29084 3.49625 3.83324 1.45 -0.64 -1.69 0.3097
H 3.87445 4.30823 4.26187 -0.61 -1.27 -1.99 0.2744
H 5.84157 3.73192 2.37656 -2.30 -0.72 -0.24 0.2901
H 5.18318 2.40940 0.12305 -1.71 0.37 1.52 0.2085



44
Properties=species:S:1:pos:R:3:forces:R:3:mulliken_charge:R:1 method="wB97M-V/def2-TZVPD" orbital_gap_ha=0.229 e_homo_ev=-3.522 total_charge=-1
Ni -0.66911 0.38518 -0.37205 0.00 0.18 0.24 -0.5010
C -3.54614 0.73976 4.57134 0.00 -0.01 0.01 -0.4203
C -3.20637 1.51201 3.47193 0.00 0.03 -0.02 -0.7536
C -2.47676 0.96089 2.42569 -0.01 0.02 -0.02 -0.5493
C -2.08730 -0.37400 2.47479 0.05 -0.10 0.01 0.4335
C -2.42342 -1.14307 3.58951 -0.01 0.00 -0.02 -0.1649
C -3.15179 -0.59172 4.63121 -0.01 0.02 0.00 -0.7553
P -1.17526 -1.07489 1.04824 -0.06 0.09 0.30 1.5697
C 0.00369 -2.20156 1.87259 0.05 0.01 -0.06 0.4115
C 0.22558 -3.48882 1.39434 -0.03 -0.02 -0.05 -0.2454
C 1.18595 -4.30456 1.97887 0.00 0.00 0.00 -0.7278
C 1.93729 -3.83848 3.04605 -0.01 0.01 0.00 -0.4003
C 1.72919 -2.55022 3.52345 0.02 -0.02 0.01 -0.6975
C 0.77396 -1.73555 2.93948 -0.05 0.01 -0.03 -0.2873
C -2.35144 -2.15233 0.19333 -0.02 -0.10 -0.07 0.2708
C -3.07127 -3.20606 0.68937 -0.03 -0.02 0.01 0.2680
C -3.89128 -3.95773 -0.17781 0.02 0.07 -0.16 -0.8396
C -3.94014 -3.65230 -1.51549 -0.01 -0.05 0.16 -0.7693
C -3.19554 -2.57576 -2.05324 -0.02 -0.01 -0.09 0.9066
C -3.18888 -2.25564 -3.43259 0.07 0.09 0.01 -0.8670
C -2.42905 -1.20467 -3.86947 -0.06 -0.06 0.06 -0.7274
C -1.67859 -0.40418 -2.97333 -0.02 -0.01 -0.04 -0.2985
C -1.64574 -0.65352 -1.61951 -0.17 -0.19 -0.16 -0.3921
C -2.40668 -1.79142 -1.17789 0.07 0.05 0.10 -0.2821
H -4.11021 1.17429 5.38773 0.00 0.00 0.00 0.3662
H -3.50002 2.55302 3.42394 0.00 0.00 0.01 0.4152
H -2.19597 1.56999 1.57151 0.02 -0.02 -0.01 0.2683
H -2.09923 -2.17540 3.65036 0.00 0.00 0.00 0.3125
H -3.40791 -1.19593 5.49291 0.01 -0.01 0.00 0.3862
H -0.35608 -3.85708 0.55809 0.01 0.00 0.00 0.3770
H 1.34606 -5.30448 1.59506 0.00 0.00 0.00 0.3799
H 2.68717 -4.47306 3.50205 0.00 0.00 0.00 0.3633
H 2.32162 -2.17470 4.34840 0.00 0.00 0.00 0.3842
H 0.62860 -0.72710 3.30451 0.01 0.01 -0.01 0.3746
H -3.01089 -3.47924 1.73659 0.01 0.02 0.01 0.3083
H -4.46844 -4.78601 0.21450 -0.01 0.00 -0.01 0.3939
H -4.55543 -4.24370 -2.18545 0.00 0.00 0.00 0.3558
H -3.78115 -2.84746 -4.12164 0.00 0.00 0.00 0.3386
H -2.41560 -0.95932 -4.92592 0.00 0.00 0.00 0.3610
H -1.13937 0.44782 -3.36698 0.00 -0.01 0.00 0.3960
S 1.73727 1.35975 -0.74502 0.27 0.29 -0.32 -0.1636
S 0.78404 2.95914 -1.70831 0.35 -0.13 0.08 -0.1710
S -1.16818 2.41733 -1.37579 -0.24 -0.02 -0.03 -0.3803
S 0.84039 1.34683 1.07372 -0.22 -0.09 0.08 -0.2476



84
Properties=species:S:1:pos:R:3:forces:R:3:mulliken_charge:R:1 method="wB97M-V/def2-TZVPD" orbital_gap_ha=0.369 e_homo_ev=-12.484 total_charge=+1
C 3.32771 1.18390 0.67838 0.22 0.07 -0.79 -1.2084
C 4.03649 0.34086 -0.41017 -1.19 0.05 0.78 0.1579
C 3.47773 0.62490 -1.79302 -0.92 -1.55 2.91 0.3121
O 4.15105 1.11677 -2.57842 2.47 2.08 -3.73 -0.4632
O 2.15984 0.31350 -2.09681 -0.53 -0.62 0.74 -0.2762
C 2.00219 -0.92511 -2.76487 -0.24 -0.42 -0.13 -0.7902
C 2.26984 -2.15411 -1.86437 -0.17 0.37 0.08 -0.7925
P 1.14160 -2.09239 -0.42177 0.57 -0.54 -0.08 0.4671
C 1.90329 -2.76292 1.07820 -0.02 0.23 -0.06 -1.3426
C -0.43328 -2.91530 -0.86706 -0.10 1.35 -0.33 -0.7762
C -1.47670 -1.77100 -1.02785 -0.22 -1.15 0.57 -0.1407
C -2.87999 -2.27927 -1.35542 -0.18 1.02 0.00 -1.1567
C -3.84228 -1.07055 -1.25653 -0.18 -0.77 0.37 -0.4645
C -4.11999 -0.79348 0.24320 -0.53 -0.37 -0.12 -0.6681
O -4.14721 0.58098 0.62240 -0.33 -0.27 -0.53 -0.4083
C -2.98200 1.22595 0.36099 -2.07 1.94 -1.74 0.3983
C -3.10881 2.35735 -0.63818 -1.02 -0.74 0.49 -0.7508
O -1.97524 0.96411 0.87860 3.34 -1.52 1.73 -0.5202
H 3.67554 2.21080 0.59074 0.04 0.07 0.20 0.3820
H 2.25334 1.22367 0.49267 -0.06 -0.20 0.30 0.2638
H 3.56714 0.79940 1.66493 -0.15 0.09 0.11 0.3382
H 3.92856 -0.71322 -0.14690 0.00 -0.09 -0.16 -0.0909
H 5.09183 0.57740 -0.42917 0.14 -0.05 -0.16 0.4354
H 0.96357 -0.99675 -3.08584 -0.04 0.36 -0.14 0.3631
H 2.62731 -0.96821 -3.65755 0.09 -0.01 0.02 0.4192
H 3.31815 -2.20419 -1.57923 -0.02 -0.04 0.26 0.5185
H 2.03904 -3.07213 -2.40770 0.00 0.02 -0.05 0.6122
H 0.88571 -0.73289 -0.16148 -0.06 -0.29 -0.07 -0.0189
H 1.20581 -2.62424 1.90618 -0.05 -0.22 -0.02 0.3434
H 2.19399 -3.80676 0.97212 -0.27 -0.08 -0.08 0.5474
H 2.80709 -2.21281 1.33992 -0.01 0.19 -0.18 0.5549
H -0.35470 -3.40642 -1.83500 0.37 -0.39 0.15 0.3872
H -0.73150 -3.60022 -0.07798 0.04 -0.16 -0.03 0.5158
H -1.54348 -1.30834 -0.04262 0.06 0.54 -0.18 0.1679
H -1.15652 -1.04801 -1.77869 0.08 0.11 0.09 0.3002
H -3.20744 -2.98652 -0.59175 0.11 -0.30 -0.13 0.3632
H -2.96776 -2.74266 -2.33753 0.22 -0.10 0.00 0.4744
H -3.47727 -0.20807 -1.81146 0.19 0.05 0.12 0.2673
H -4.78365 -1.35534 -1.72235 -0.07 0.14 -0.10 0.4148
H -3.45126 -1.38471 0.87420 0.28 0.34 0.09 0.3831
H -5.11340 -1.17707 0.45991 -0.10 0.17 0.16 0.4046
H -3.68555 3.13668 -0.13790 0.17 0.24 -0.14 0.3801
H -3.74936 1.97986 -1.43341 0.07 0.28 -0.27 0.3685
H -2.14415 2.69047 -0.99598 0.05 0.14 0.09 0.2822
C -4.29789 4.73129 -3.04768 0.00 -0.08 -0.19 -1.1730
C -2.95547 4.57905 -3.75659 -0.01 -0.01 0.16 -0.3591
C -1.89879 5.57316 -3.27704 0.10 -0.03 -0.05 -0.5543
C -2.23725 7.04531 -3.51483 -0.10 0.02 0.05 -0.8185
C -2.50679 7.42130 -4.97094 0.13 0.05 0.01 -0.3614
C -1.30647 7.20123 -5.88648 -0.13 -0.01 -0.06 -1.1889
H -4.74793 5.70592 -3.23899 0.00 -0.01 0.03 0.4056
H -4.99906 3.97116 -3.39810 -0.05 0.03 0.05 0.3575
H -4.18310 4.61294 -1.96892 -0.02 0.08 0.01 0.1772
H -3.09851 4.66556 -4.83675 0.03 0.01 0.00 0.3436
H -2.58014 3.56536 -3.57891 0.02 0.00 -0.07 0.2632
H -0.94650 5.33498 -3.76032 -0.01 0.02 0.00 0.3780
H -1.73378 5.42582 -2.20361 -0.02 -0.01 0.00 0.2941
H -1.40945 7.65433 -3.13835 -0.01 0.00 -0.02 0.3882
H -3.10765 7.32104 -2.91232 0.02 -0.01 0.01 0.3100
H -2.78356 8.47793 -5.00704 -0.05 -0.03 0.01 0.3759
H -3.36790 6.86691 -5.35470 -0.01 0.01 0.03 0.2285
H -0.44275 7.77291 -5.54078 0.01 -0.04 0.01 0.2932
H -1.53807 7.52672 -6.90161 0.05 -0.01 0.00 0.3809
H -1.02320 6.14822 -5.93659 0.03 0.01 0.00 0.2783
C 3.66115 -3.27400 7.45273 -0.08 -0.09 0.04 -1.1695
C 3.58576 -4.67868 6.86201 0.09 0.11 0.01 -0.4464
C 3.80938 -4.71582 5.35134 0.01 -0.13 -0.03 -0.9139
C 2.77614 -3.94910 4.52529 -0.01 0.16 0.04 -0.1741
C 1.32545 -4.38812 4.72195 0.06 -0.09 -0.17 -0.4743
C 1.06944 -5.83511 4.31194 -0.12 0.08 0.09 -1.1976
H 2.87846 -2.62505 7.05493 0.02 0.02 0.01 0.2702
H 3.53705 -3.30992 8.53545 0.01 0.05 -0.01 0.3852
H 4.62861 -2.81385 7.24124 -0.02 0.02 -0.02 0.2944
H 2.62448 -5.13353 7.11660 0.01 -0.02 -0.02 0.2358
H 4.35069 -5.29767 7.33690 -0.04 -0.04 -0.02 0.3750
H 3.83657 -5.75921 5.02425 -0.01 0.02 -0.02 0.3537
H 4.80073 -4.30834 5.12903 -0.01 0.00 0.02 0.3963
H 3.03803 -4.05354 3.46438 0.00 -0.04 0.00 0.0721
H 2.85358 -2.88001 4.74893 0.02 -0.01 0.01 0.4156
H 0.68146 -3.73632 4.12042 -0.04 0.04 0.08 0.3050
H 1.02156 -4.24081 5.76057 0.02 0.04 -0.01 0.3540
H 1.33610 -5.99826 3.26403 0.05 -0.04 0.02 0.2546
H 0.01366 -6.08323 4.43062 0.02 -0.05 -0.02 0.3933
H 1.64067 -6.53449 4.92256 0.01 -0.01 -0.04 0.2973



Number 1: LUMO energy -1.254 eV. Number 2: LUMO energy 2.714 eV. Number 3: LUMO energy -2.433 eV.